ORCA calculation (wB97M-V/def2-TZVPD) on the molecule C21H20ClN5O.

```
48
Properties=species:S:1:pos:R:3:nbo_charge:R:1
C -6.37 0.59 0.12 -0.379
C -6.07 1.35 -0.92 -0.189
C -5.55 2.75 -0.80 -0.252
N -4.28 2.91 -1.49 -0.161
C -3.14 2.23 -1.28 -0.030
C -2.20 2.73 -2.15 -0.196
C -0.81 2.30 -2.29 0.207
N 0.03 2.94 -3.09 -0.274
N 1.21 2.28 -2.99 -0.347
C 1.12 1.26 -2.12 0.180
C -0.15 1.23 -1.65 -0.180
C -0.33 0.09 -0.70 -0.222
N 1.03 -0.50 -0.65 -0.444
C 1.45 -0.96 0.58 0.712
O 0.72 -0.88 1.56 -0.600
C 2.69 -1.81 0.70 -0.187
C 2.96 -2.20 2.12 -0.043
C 2.58 -3.43 2.63 -0.129
C 2.83 -3.77 3.95 -0.229
C 3.46 -2.87 4.79 -0.199
C 3.84 -1.63 4.31 -0.228
C 3.58 -1.31 2.99 -0.003
Cl 4.05 0.27 2.41 -0.008
C 2.86 -2.89 -0.35 -0.392
C 3.89 -1.83 -0.22 -0.392
C 1.98 0.17 -1.59 -0.248
C -2.89 3.72 -2.87 -0.031
N -4.15 3.83 -2.46 -0.260
H -6.77 -0.41 -0.01 0.205
H -6.24 0.95 1.13 0.193
H -6.20 0.98 -1.93 0.208
H -6.22 3.47 -1.27 0.241
H -5.43 3.03 0.25 0.204
H -3.08 1.45 -0.53 0.222
H 2.00 2.62 -3.51 0.409
H -0.64 0.39 0.30 0.238
H -1.04 -0.66 -1.06 0.202
H 2.06 -4.13 1.99 0.207
H 2.52 -4.74 4.33 0.215
H 3.66 -3.13 5.82 0.218
H 4.33 -0.90 4.95 0.228
H 3.10 -3.89 -0.01 0.224
H 2.18 -2.83 -1.19 0.225
H 4.00 -1.11 -1.01 0.217
H 4.82 -2.09 0.27 0.232
H 2.31 -0.51 -2.38 0.202
H 2.85 0.55 -1.06 0.215
H -2.52 4.35 -3.66 0.219
```

The HOMO-LUMO gap comes out at 8.88 eV. The highest occupied orbital energy is -8.330 eV. The energy above the lowest of the compared OMol25 structures with the same formula, charge and spin is 49.0 kcal per mole. As for the total energy: -1621.386325 Eh. The structure (SMILES) is C=CCn1cc(-c2n[nH]c3c2CN(C(=O)C2(c4ccccc4Cl)CC2)C3)cn1. The net charge is 0.

ORCA calculation (wB97M-V/def2-TZVPD) on a cluster of 3 separate species, C5H16NO2 in total.

```
24
Properties=species:S:1:pos:R:3:nbo_charge:R:1
C 0.80 -0.89 1.31 -0.213
C -0.66 -0.99 1.77 -0.428
C -1.65 -1.43 0.70 -0.487
C -1.25 -0.20 -1.51 -0.449
C -1.45 -1.30 -0.80 -0.150
N 1.00 0.44 0.59 -0.689
H 1.54 -0.79 2.10 0.226
H 0.97 -1.71 0.62 0.228
H -0.96 0.02 2.08 0.208
H -0.69 -1.49 2.74 0.260
H -1.90 -2.46 0.91 0.235
H -2.63 -0.98 0.87 0.249
H -1.14 0.78 -1.07 0.196
H -1.26 -0.34 -2.58 0.229
H -1.64 -2.23 -1.27 0.219
H 0.86 1.21 1.23 0.439
H 0.30 0.44 -0.14 0.462
H 1.88 0.53 0.15 0.450
H 1.54 -0.20 -2.33 0.490
H 2.37 1.06 -2.72 0.501
O 2.05 0.53 -1.99 -0.983
H 1.34 3.20 -0.03 0.469
H 0.19 3.73 -0.64 0.493
O 0.39 3.04 0.01 -0.956
```

The HOMO-LUMO gap comes out at 10.82 eV. The highest occupied orbital energy is -13.740 eV. The energy above the lowest of the compared OMol25 structures with the same formula, charge and spin is 32.2 kcal per mole. As for the total energy: -405.068868 Eh. The net charge is +1.

ORCA calculation (wB97M-V/def2-TZVPD) on the ion C8H14N3S with charge +1.

```
26
Properties=species:S:1:pos:R:3:nbo_charge:R:1
C 0.64 0.12 1.15 0.125
C -1.05 1.74 0.44 0.332
C 1.57 -0.87 1.79 -0.468
C 2.19 -1.78 0.67 -0.409
C 0.98 -2.34 -0.09 -0.407
C 0.24 -1.24 -0.87 -0.041
C 0.71 -0.83 -2.24 -0.614
C -3.06 3.01 -0.27 -0.401
N -1.00 0.73 -0.37 -0.327
N -0.07 -0.17 0.04 -0.127
N -1.87 2.77 0.56 -0.562
S 0.18 1.61 1.79 0.443
H 2.40 -0.31 2.37 0.268
H 0.84 -1.47 2.39 0.258
H 3.00 -1.24 0.08 0.233
H 2.70 -2.59 1.26 0.243
H 1.23 -3.15 -0.76 0.249
H 0.29 -2.65 0.77 0.212
H -0.82 -1.65 -1.00 0.233
H -0.01 -0.93 -2.96 0.236
H 1.50 -1.54 -2.43 0.227
H 0.98 0.19 -2.25 0.227
H -3.23 4.02 -0.09 0.221
H -2.83 2.77 -1.29 0.224
H -3.90 2.36 0.08 0.217
H -1.63 3.44 1.22 0.407
```

The HOMO-LUMO gap comes out at 9.21 eV. The highest occupied orbital energy is -12.862 eV. The energy above the lowest of the compared OMol25 structures with the same formula, charge and spin is 1.3 kcal per mole. As for the total energy: -875.419845 Eh. The net charge is +1.

ORCA calculation (wB97M-V/def2-TZVPD) on a structure of composition C11H23BrCeNO2P2.

```
41
Properties=species:S:1:pos:R:3:lowdin_spin:R:1
Ce 0.66 0.84 0.52 1.010
P 1.48 1.81 -1.39 0.008
C 0.89 0.50 -2.63 -0.001
C 0.88 -0.90 -2.02 0.002
N 0.77 -0.96 -0.66 -0.001
C 0.73 -2.19 -0.07 0.001
C 0.78 -3.37 -0.81 0.000
C 0.88 -3.29 -2.20 0.001
C 0.93 -2.04 -2.82 0.000
C 0.66 -2.20 1.45 -0.002
P -0.09 -0.61 2.14 -0.007
H 1.00 -1.96 -3.89 0.000
H 0.76 -4.33 -0.32 0.000
H 0.93 -4.19 -2.80 0.000
H 0.09 -3.06 1.80 0.000
H 1.67 -2.30 1.83 0.000
H -0.10 0.74 -2.92 0.000
H 1.51 0.53 -3.52 0.000
H -3.99 1.60 -0.60 0.000
O -4.27 1.60 -1.60 0.000
H -5.01 0.94 -1.69 0.000
H -3.51 1.58 3.41 0.000
O -4.47 1.77 3.17 0.000
H -4.90 2.11 4.01 0.000
C -1.90 -1.10 2.26 -0.002
H -2.01 -2.02 2.83 0.000
H -2.47 -0.31 2.76 0.000
H -2.32 -1.25 1.27 0.000
C 0.46 -0.69 3.94 -0.002
H -0.01 0.12 4.51 0.000
H 0.17 -1.64 4.38 0.000
H 1.54 -0.59 4.01 0.000
C 3.33 1.80 -1.69 -0.003
H 3.56 1.94 -2.74 -0.001
H 3.80 2.60 -1.12 0.000
H 3.76 0.85 -1.37 0.000
C 0.92 3.38 -2.25 0.008
H 1.28 4.26 -1.71 0.000
H 1.30 3.42 -3.27 0.000
H -0.17 3.42 -2.29 0.000
Br 0.51 3.20 2.08 -0.011
```

The HOMO-LUMO gap (spin up / spin down) comes out at 6.86 / 6.98 eV. The highest occupied orbital energy (spin up / spin down) is -15.081 / -15.062 eV. The energy above the lowest of the compared OMol25 structures with the same formula, charge and spin is 211.5 kcal per mole. Its spin multiplicity is 2. As for the total energy: -4369.286632 Eh. The net charge is +2.

ORCA calculation (wB97M-V/def2-TZVPD) on a structure of composition C5H10N2.

```
17
Properties=species:S:1:pos:R:3:nbo_charge:R:1
C -2.07 -0.13 -0.57 -0.372
C 1.28 -1.25 -0.59 -0.653
C 0.48 0.03 -0.67 0.347
C -0.91 -0.15 0.07 -0.114
N 0.93 0.93 0.96 -0.773
C -0.60 0.18 1.46 -0.208
N 0.57 0.69 -1.79 -0.806
H 0.05 1.57 -1.76 0.316
H 1.73 0.91 1.58 0.386
H 0.71 1.88 0.69 0.378
H -3.01 -0.05 -0.04 0.195
H -2.08 -0.12 -1.65 0.223
H 1.46 -1.53 0.45 0.189
H 2.23 -1.13 -1.09 0.231
H 0.72 -2.06 -1.06 0.224
H -0.26 -0.67 2.06 0.217
H -1.24 0.92 1.95 0.221
```

The HOMO-LUMO gap comes out at 8.74 eV. The highest occupied orbital energy is -7.981 eV. The energy above the lowest of the compared OMol25 structures with the same formula, charge and spin is 78.0 kcal per mole. As for the total energy: -305.899512 Eh. The net charge is 0.